Entry 1:
The following is a quantum chemistry calculation of a structure of composition C15H30AsBrF6NO2PtSbSi3, from the Open Molecules 2025 dataset.

Each line ends with the Löwdin charge.
Geometry (Å):
1 H -2.23 -2.35 -3.79  0.05
2 C -0.80 1.45 3.12  -0.20
3 Br -2.15 -3.22 0.47  0.85
4 H 2.11 -5.60 3.36  0.14
5 H -0.11 0.60 3.22  0.04
6 C -0.74 -4.04 1.42  -0.69
7 H 1.55 2.85 1.12  0.02
8 H -3.86 2.74 1.79  0.05
9 C -3.18 -0.29 2.21  -0.23
10 H 0.06 3.85 1.11  0.03
11 H 0.84 -1.55 -4.20  0.05
12 H -2.64 -1.13 2.65  0.02
13 H -0.21 2.34 2.91  0.02
14 C -1.06 3.86 -1.66  -0.18
15 H 1.60 4.47 0.47  0.07
16 C 1.50 2.64 -2.61  -0.18
17 H -2.91 -2.02 -2.20  0.02
18 C 1.27 -5.20 2.82  0.04
19 C 1.40 -3.97 2.21  -0.18
20 O 2.63 -1.96 1.86  -0.20
21 C -1.97 -2.16 -2.74  -0.25
22 H 2.18 1.81 -2.49  0.01
23 H 1.36 -1.61 -2.51  0.02
24 H -1.31 1.58 4.07  0.05
25 H -2.39 3.48 1.16  0.02
26 H -3.89 0.09 2.95  0.05
27 H -1.46 -3.03 -2.35  0.01
28 Pt 1.16 -1.39 0.64  0.88
29 F 3.58 1.60 1.74  -0.23
30 C 0.06 -5.86 2.72  -0.01
31 H -1.85 3.87 -0.91  0.01
32 H -1.05 1.49 -3.96  0.02
33 As 4.10 1.29 0.13  0.75
34 H -0.09 -6.82 3.18  0.13
35 H -2.32 0.37 -4.45  0.05
36 O 3.64 -3.68 2.87  0.16
37 H 0.82 2.49 -3.45  0.03
38 N 0.42 -3.40 1.50  -0.03
39 Si 0.50 3.03 -1.11  0.62
40 C 2.68 -3.19 2.34  -0.56
41 Si -0.90 -0.66 -2.74  0.39
42 F 4.35 0.96 -1.55  -0.23
43 H -0.80 4.90 -1.86  0.06
44 H -3.75 -0.65 1.35  0.02
45 F 3.60 2.90 -0.31  -0.25
46 C -0.98 -5.27 2.01  -0.08
47 C 0.84 -1.00 -3.26  -0.20
48 F 2.30 0.81 -0.18  -0.50
49 H -1.46 3.44 -2.58  0.02
50 F 5.70 1.78 0.41  -0.19
51 H -1.94 -5.74 1.91  0.11
52 H 1.42 -0.08 -3.40  0.02
53 C 0.97 3.58 0.57  -0.20
54 Sb -0.48 0.32 -0.23  0.92
55 F 4.38 -0.35 0.49  -0.22
56 H -2.47 1.25 -2.93  0.03
57 C -2.99 2.57 1.15  -0.22
58 Si -2.05 1.11 1.79  0.37
59 H 2.12 3.52 -2.82  0.07
60 H -3.35 2.40 0.14  0.03
61 C -1.76 0.75 -3.59  -0.22

## Properties
HOMO (alpha / beta), eV: -11.8 / -12.6
Kohn-Sham gap (alpha / beta), eV: 8.6 / 6.1
Spin multiplicity: 4
Expectation value of S²: 3.76
LUMO energy (alpha / beta), eV: -3.205 / -6.493
Total charge: +1



Entry 2:
The following is a quantum chemistry calculation of a structure of composition C15H30AuF3NSSbSi3, from the Open Molecules 2025 dataset.

Each line ends with the Löwdin charge.
Geometry (Å):
1 H -5.72 -1.35 0.47  0.12
2 H 4.89 -0.52 -3.27  0.02
3 Si 2.33 -3.04 -1.70  0.29
4 H 2.24 0.51 3.00  0.03
5 Si 5.03 -0.05 -0.83  0.28
6 C -2.55 -0.26 -0.05  -0.69
7 H 4.53 2.22 0.05  0.03
8 H 6.13 -2.29 -1.01  0.02
9 H 1.75 -3.26 -4.09  0.03
10 H 0.26 -1.87 2.07  0.01
11 C 5.31 1.47 0.21  -0.22
12 H 0.88 -2.60 3.57  0.04
13 H 7.29 -1.00 -0.70  0.04
14 H 4.03 -3.90 1.85  0.02
15 N -1.89 -1.41 0.17  0.00
16 C -2.57 -2.51 0.49  -0.16
17 C 0.77 -3.82 -1.01  -0.22
18 Si 2.75 -1.77 2.18  0.29
19 H 2.94 -0.49 4.28  0.03
20 C -4.74 1.04 -0.20  -0.61
21 C 2.04 -2.43 -3.44  -0.23
22 H 6.31 -1.63 0.61  0.02
23 C -3.96 -0.23 0.05  -0.14
24 C 3.77 -4.24 -1.64  -0.22
25 H -1.97 -3.40 0.65  0.10
26 F -4.40 2.03 0.64  0.12
27 H 0.96 -3.49 2.05  0.01
28 C -3.95 -2.56 0.61  -0.06
29 C 6.30 -1.37 -0.44  -0.21
30 H 4.63 -3.85 -2.19  0.02
31 H 0.96 -4.32 -0.07  0.02
32 H 6.27 1.92 -0.06  0.03
33 H 5.99 0.81 -2.92  0.03
34 H 3.97 -3.41 3.55  0.03
35 S -1.63 1.18 -0.43  0.50
36 H 4.25 1.08 -2.90  0.03
37 C 4.09 -3.04 2.52  -0.22
38 C 3.01 -0.24 3.22  -0.23
39 H 3.98 0.21 3.05  0.01
40 H 3.47 -5.17 -2.13  0.03
41 F -6.07 0.83 -0.04  0.12
42 C 1.05 -2.50 2.49  -0.22
43 H 4.09 -4.47 -0.63  0.02
44 H 0.39 -4.57 -1.72  0.04
45 H 1.24 -1.69 -3.47  0.03
46 C -4.65 -1.38 0.38  -0.01
47 H 5.35 1.24 1.27  0.02
48 H -4.45 -3.47 0.87  0.10
49 Sb 2.73 -0.98 -0.25  0.79
50 Au 0.50 0.28 -0.37  0.19
51 H 5.09 -2.61 2.44  0.02
52 H 2.94 -1.97 -3.86  0.02
53 C 5.03 0.37 -2.65  -0.23
54 H -0.01 -3.08 -0.85  0.00
55 F -4.58 1.50 -1.45  0.12

## Properties
Relative energy (zero: lowest compared OMol25 entry of this formula, charge and spin), kcal/mol: 0.0
HOMO, eV: -7.5
Kohn-Sham gap, eV: 7.9
LUMO energy, eV: 0.426
Total charge: 0



Entry 3:
The following is a quantum chemistry calculation of a structure of composition C15H30B3F3O14S, from the Open Molecules 2025 dataset.

Each line ends with the Löwdin charge.
Geometry (Å):
1 B 0.32 -2.21 2.72  -0.61
2 B -1.37 -2.20 1.25  -0.28
3 O 2.88 -2.10 2.14  -0.27
4 H -2.36 0.49 -3.34  0.10
5 H 0.12 3.07 2.81  0.12
6 C 4.44 -2.01 -0.48  -0.04
7 F 3.47 -2.03 5.35  0.18
8 F 1.57 -1.08 5.41  0.18
9 H 1.37 2.25 0.68  0.09
10 H -1.43 2.57 2.12  0.13
11 O -0.30 -1.11 3.22  0.28
12 O -4.34 -2.65 -1.53  0.12
13 S 2.10 -2.53 3.25  0.82
14 C -2.19 3.05 -3.91  -0.62
15 H -0.93 4.40 -5.78  0.10
16 H 1.13 1.03 2.55  0.14
17 F 3.12 -0.31 4.18  0.20
18 H -0.22 1.98 0.04  0.08
19 H -0.93 5.87 -4.79  0.09
20 H 8.75 1.01 -2.02  0.09
21 O -2.19 2.46 -2.71  0.00
22 C -0.58 2.24 2.71  -0.18
23 H -0.23 1.37 4.66  0.11
24 C -1.02 1.88 4.12  -0.23
25 H 4.22 -3.05 -0.70  0.10
26 C 0.19 1.12 2.01  -0.23
27 C 2.59 -1.38 4.65  -0.76
28 H -6.43 -1.78 -2.92  0.10
29 H -3.90 1.30 -2.94  0.09
30 H 4.50 -1.88 0.59  0.07
31 H -6.09 -1.71 -4.66  0.10
32 O 2.37 -3.87 3.63  -0.25
33 O -0.33 -2.95 1.82  0.30
34 H -1.05 4.05 4.34  0.06
35 C 7.82 1.02 -1.47  -0.05
36 O 5.69 -1.70 -1.11  0.01
37 C -1.47 4.96 -5.02  -0.04
38 C -2.85 1.20 -2.68  -0.04
39 O 5.51 0.42 -0.33  0.12
40 C -4.36 -3.35 -2.50  -0.62
41 C 6.09 -0.44 -0.94  -0.62
42 H 3.64 -1.39 -0.89  0.10
43 C -1.38 3.18 4.88  -0.09
44 B -0.49 -0.28 2.08  -0.50
45 H -2.35 -2.79 0.96  0.13
46 H -2.27 -4.29 -1.22  0.09
47 H 7.15 1.76 -1.92  0.10
48 C -3.08 -4.98 -1.46  -0.04
49 H -2.78 0.82 -1.66  0.09
50 O -1.55 4.21 -3.80  0.00
51 O -4.97 -3.07 -3.65  0.01
52 H 1.04 0.68 0.04  0.08
53 H -2.66 -5.96 -1.68  0.10
54 H -4.94 -0.99 -3.52  0.08
55 H -2.47 5.21 -5.38  0.10
56 O -2.69 2.60 -4.91  0.12
57 H -3.76 -5.07 -0.62  0.10
58 C 0.59 1.51 0.58  -0.03
59 C -5.64 -1.81 -3.67  -0.03
60 H 8.02 1.28 -0.43  0.10
61 O -3.78 -4.55 -2.63  0.01
62 H -0.97 3.18 5.88  0.06
63 H -2.45 3.26 5.01  0.07
64 O -1.24 -0.85 1.08  0.32
65 O 7.26 -0.29 -1.57  0.00
66 H -1.90 1.24 4.10  0.11

## Properties
HOMO, eV: -10.7
Kohn-Sham gap, eV: 10.5
LUMO energy, eV: -0.193
Total charge: 0



Entry 4:
The following is a quantum chemistry calculation of a structure of composition C15H30ClNbO9P, from the Open Molecules 2025 dataset.

Each line ends with the Löwdin charge.
Geometry (Å):
1 H 3.53 -4.41 -2.00  0.12
2 H -4.17 -0.44 0.94  -0.04
3 O 0.80 -4.51 -2.18  0.15
4 Nb -3.54 -2.19 -1.28  0.98
5 H 2.51 -4.45 -6.01  0.12
6 H -0.80 3.05 0.57  0.12
7 H 3.99 5.73 6.86  0.12
8 H -3.50 0.93 -0.83  0.08
9 O -1.59 1.48 1.63  0.01
10 H 3.83 6.60 4.61  0.11
11 H 0.59 1.03 3.89  0.12
12 H -0.22 1.44 0.10  0.12
13 O 3.01 2.83 3.99  0.13
14 H -0.48 -3.06 -3.97  -0.04
15 C 2.52 -5.04 -5.10  -0.16
16 H -4.33 1.47 -2.27  0.10
17 H -5.15 -1.95 0.93  -0.02
18 C -3.61 0.74 -1.90  -0.37
19 C -0.48 2.08 0.95  -0.16
20 H -2.37 1.73 -3.36  0.06
21 H 0.53 3.05 2.59  0.10
22 C -1.18 0.76 2.70  -0.48
23 H -1.84 -1.54 -0.93  -0.09
24 H -3.48 -1.95 1.47  -0.05
25 C 1.64 -4.71 -2.99  -0.48
26 O -1.93 0.13 3.37  0.12
27 H 2.24 7.08 5.19  0.11
28 H 0.80 0.01 2.46  0.13
29 H 4.59 -5.35 -4.43  0.11
30 H -2.00 0.01 -3.12  0.04
31 C 3.72 -4.75 -4.18  -0.15
32 H -1.49 1.19 -1.94  0.04
33 P -2.58 -2.90 -3.61  0.55
34 C 2.30 5.18 4.06  -0.08
35 C -2.29 0.93 -2.63  -0.09
36 O -4.18 -0.54 -2.11  -0.54
37 C 2.95 3.88 4.54  -0.48
38 O -1.06 -2.30 -3.92  -0.42
39 H -4.01 -1.43 -4.24  -0.01
40 H 1.64 2.16 1.56  0.11
41 H 2.27 5.32 6.90  0.12
42 H 1.22 5.07 4.17  0.13
43 H 3.20 -6.07 -2.51  0.13
44 H 2.45 -6.09 -5.36  0.12
45 C 0.64 2.15 1.99  -0.16
46 O -3.45 -2.07 -4.72  -0.42
47 O 3.46 4.07 5.79  0.02
48 O 1.37 -4.68 -4.33  0.00
49 Cl -2.78 -4.31 -0.37  -0.25
50 C 3.15 5.39 6.26  -0.16
51 C -4.17 -1.51 0.75  -0.36
52 H 2.53 5.33 3.01  0.12
53 H -5.14 -3.01 -1.80  -0.13
54 H 4.00 -3.70 -4.26  0.11
55 C 0.33 0.92 2.85  -0.07
56 C 3.12 -5.02 -2.80  -0.07
57 C 2.89 6.23 5.01  -0.15

## Properties
HOMO, eV: -2.7
Kohn-Sham gap, eV: 4.5
LUMO energy, eV: 1.810
Total charge: -1



Entry 5:
The following is a quantum chemistry calculation of a structure of composition C15H30N2O2Sb3Se4Ti, from the Open Molecules 2025 dataset.

Each line ends with the Löwdin charge.
Geometry (Å):
1 H -6.37 2.08 2.67  0.11
2 H 2.76 2.58 -2.50  0.12
3 H 4.57 0.88 -1.93  0.11
4 H 3.47 3.56 0.29  0.12
5 Se 0.12 -1.63 1.04  -0.10
6 Se 0.86 -4.93 -1.31  -0.27
7 C -3.62 -1.17 -1.00  -0.32
8 H 3.26 -0.34 -0.41  0.00
9 H -2.57 2.09 3.12  0.00
10 Se 3.80 -2.51 -2.20  -0.25
11 C -1.52 1.83 2.93  -0.29
12 H -3.19 0.12 5.87  0.11
13 H -4.69 -1.38 -1.10  0.00
14 H 4.54 1.51 -0.27  0.12
15 N 1.51 3.15 -0.27  -0.08
16 Sb 1.77 -2.77 -0.87  0.05
17 H -5.36 -1.16 1.64  0.06
18 C -5.01 0.47 3.02  -0.30
19 H -0.67 -0.20 5.23  -0.01
20 H 2.84 4.65 -0.95  0.11
21 C -4.59 1.70 5.52  -0.10
22 C -5.68 1.64 3.38  -0.07
23 Ti 1.18 1.10 0.42  0.40
24 H 4.34 3.26 -2.12  0.11
25 C -5.48 2.26 4.61  -0.10
26 C -0.18 -0.65 4.36  -0.32
27 H -6.01 3.17 4.85  0.09
28 H 1.12 3.74 0.47  0.10
29 Sb -3.32 0.32 0.48  1.23
30 Sb -1.36 -0.29 2.57  0.95
31 H -0.87 2.14 3.74  0.02
32 H -3.97 2.93 0.33  0.00
33 H 2.45 0.10 -1.74  0.01
34 C -4.02 2.14 -0.42  -0.31
35 C 3.95 1.37 -1.18  -0.22
36 H -6.00 0.41 1.11  0.05
37 N 2.82 0.47 -0.86  -0.11
38 Se -0.52 0.79 -1.26  -0.03
39 H -3.62 -1.84 2.81  0.05
40 H -3.10 -2.07 -0.67  0.01
41 H -2.79 -1.78 4.37  0.06
42 C 3.48 2.73 -1.70  -0.18
43 C 2.87 3.61 -0.62  -0.23
44 H -3.19 -0.84 -1.94  -0.01
45 C -5.18 -0.08 1.64  -0.30
46 H -0.12 -1.73 4.51  0.00
47 H 0.82 -0.24 4.24  0.00
48 O 1.25 1.44 2.22  -0.43
49 H -3.40 2.40 -1.27  -0.02
50 H -1.22 2.34 2.01  -0.02
51 C -3.15 -1.18 3.53  -0.27
52 O 2.40 0.67 1.75  -0.38
53 C -4.08 -0.07 3.94  -0.31
54 H 0.88 3.19 -1.07  0.03
55 C -3.90 0.55 5.17  -0.07
56 H -5.06 2.01 -0.71  0.00
57 H -4.42 2.16 6.48  0.10

## Properties
Relative energy (zero: lowest compared OMol25 entry of this formula, charge and spin), kcal/mol: 68.7
HOMO, eV: -3.7
Kohn-Sham gap, eV: 5.5
LUMO energy, eV: 1.806
Total charge: -1



Entry 6:
The following is a quantum chemistry calculation of a structure of composition C15H30N5O2ReSi, from the Open Molecules 2025 dataset.

Each line ends with the Löwdin charge.
Geometry (Å):
1 H -3.07 -3.15 0.53  0.03
2 H -1.01 -5.77 1.65  0.05
3 C -1.26 -1.01 -0.51  -0.17
4 C -0.02 -1.65 0.16  -0.34
5 C 1.63 2.77 0.95  -0.09
6 Si -1.19 -3.38 2.18  0.52
7 H 1.40 4.12 -1.29  0.15
8 H 0.90 -2.08 2.04  0.10
9 C 1.28 -0.79 -1.81  -0.14
10 Re -0.06 0.69 -0.83  1.63
11 H -3.33 -2.10 1.95  0.04
12 H -0.46 -0.99 2.18  0.07
13 C -1.42 1.62 1.91  0.03
14 C 1.05 1.68 1.82  -0.10
15 H 2.92 2.37 -3.08  0.18
16 H -2.21 -1.07 0.00  0.12
17 H 2.17 -1.00 0.17  0.15
18 H 2.65 3.01 1.25  0.16
19 H -1.39 1.19 2.91  0.12
20 O -0.19 1.25 1.20  -0.38
21 C 1.25 -0.96 -0.41  -0.15
22 H -1.46 -2.56 4.51  0.04
23 N 1.78 3.20 -4.87  0.24
24 H -2.25 1.22 1.34  0.10
25 N 1.22 3.19 -3.65  -0.20
26 H 1.12 3.50 -5.58  0.17
27 H -2.10 -0.65 -2.50  0.15
28 H -1.63 -4.30 4.41  0.05
29 N 2.05 2.70 -2.68  0.13
30 H 2.71 3.61 -4.91  0.16
31 H -1.56 3.96 -2.28  0.15
32 C -0.47 -4.88 1.33  -0.16
33 H 2.21 -0.56 -2.32  0.14
34 H 1.01 3.67 0.96  0.15
35 C -0.76 3.24 -2.41  -0.17
36 H 3.07 3.54 -1.09  0.17
37 H 0.84 2.06 2.82  0.16
38 O 1.64 2.24 -0.42  -0.25
39 H 0.04 -2.63 -0.36  0.17
40 H -3.59 -3.83 2.05  0.05
41 N 0.04 3.55 -3.53  0.20
42 H -1.49 2.71 1.96  0.12
43 H -0.03 -3.59 4.36  0.05
44 H 0.11 -0.51 -3.60  0.14
45 C 0.07 -0.77 -2.55  -0.11
46 C -1.06 -3.45 4.03  -0.16
47 N -0.68 2.19 -1.71  -0.07
48 C -2.94 -3.07 1.61  -0.17
49 H -0.55 -4.84 0.24  0.03
50 C -0.10 -1.87 1.65  -0.20
51 H 0.58 -5.03 1.59  0.05
52 H 1.69 0.81 1.89  0.14
53 C -1.20 -0.85 -1.92  -0.12
54 C 2.05 3.25 -1.34  -0.14

## Properties
Relative energy (zero: lowest compared OMol25 entry of this formula, charge and spin), kcal/mol: 8.6
HOMO (alpha / beta), eV: -17.7 / -17.7
Kohn-Sham gap (alpha / beta), eV: 6.4 / 5.5
Spin multiplicity: 2
Expectation value of S²: 0.78
LUMO energy (alpha / beta), eV: -11.327 / -12.225
Total charge: +3